## one
The following is a quantum chemistry calculation of a cluster of 2 separate species, C8H17NO in total, from the Open Molecules 2025 dataset.

Summary:
Lowest unoccupied orbital energy   0.76 eV
Molar mass   143.23 g mol⁻¹
Orbital gap   10.680 eV

Last column: Mulliken charge in e.
CARTESIAN COORDINATES (ANGSTROEM)
C (1.6497, -0.8339, 1.5265)  -0.617
C (1.9522, -0.1836, 0.1749)  -0.479
C (0.5376, -0.0812, 2.2600)  -0.521
C (2.3110, 1.2940, 0.3457)  -0.630
C (0.8963, 1.3965, 2.4308)  -0.627
C (1.1989, 2.0467, 1.0792)  -0.550
H (2.5660, -0.8129, 2.1472)  0.311
H (1.3635, -1.8938, 1.3845)  0.287
H (1.0553, -0.2623, -0.4692)  0.220
H (2.7777, -0.7207, -0.3306)  0.285
H (0.3501, -0.5449, 3.2476)  0.285
H (-0.3959, -0.1572, 1.6699)  0.259
H (2.4984, 1.7577, -0.6419)  0.290
H (3.2445, 1.3700, 0.9358)  0.315
H (1.7932, 1.4751, 3.0749)  0.316
H (0.0708, 1.9335, 2.9363)  0.290
H (1.4850, 3.1066, 1.2212)  0.280
H (0.2825, 2.0257, 0.4585)  0.284
O (-3.3494, 0.4293, -1.6300)  -0.563
C (-3.0107, 0.1237, -2.7639)  0.034
N (-2.7180, -1.1399, -3.1552)  -0.135
C (-2.7889, -2.2511, -2.2255)  -0.667
H (-2.9102, 0.8669, -3.5917)  0.352
H (-2.4434, -1.2960, -4.1282)  0.241
H (-2.0938, -2.1034, -1.3819)  0.173
H (-2.5124, -3.1808, -2.7506)  0.315
H (-3.8101, -2.3640, -1.8243)  0.252

***

## two
The following is a quantum chemistry calculation of a cluster of 3 separate species, C8H17NO in total, from the Open Molecules 2025 dataset.

Summary:
Lowest unoccupied orbital energy   0.54 eV
Molar mass   143.23 g mol⁻¹
Orbital gap   8.048 eV

Last column: Mulliken charge in e.
CARTESIAN COORDINATES (ANGSTROEM)
C (-1.4124, 1.1247, -0.1544)  1.028
C (-2.3809, 0.0809, -0.6696)  -1.038
C (0.6114, 0.1383, -1.3325)  -1.408
C (-1.3247, 2.4225, -0.9370)  -1.303
O (-1.1709, 1.1681, 1.0704)  -0.729
H (0.2753, 0.7172, 1.6701)  0.308
H (-2.3309, -0.0332, -1.7523)  0.282
H (-2.1901, -0.8752, -0.1842)  0.225
H (-0.4396, 2.9836, -0.6414)  0.294
H (-0.1014, 0.5110, -2.0591)  0.516
H (0.8351, -0.8517, -1.7285)  0.387
H (1.4722, 0.8049, -1.3925)  0.229
H (-3.3944, 0.3944, -0.3954)  0.408
H (-2.2113, 3.0151, -0.6928)  0.413
H (-1.3039, 2.2677, -2.0148)  0.345
C (2.7298, -1.0319, 0.2327)  -1.547
C (1.3374, -0.6592, 0.6680)  0.852
C (0.4014, -1.7810, 0.7963)  -0.334
C (-0.4980, -1.9283, 1.7689)  -0.807
N (1.2472, 0.3373, 1.5756)  -0.471
H (1.9362, 1.0700, 1.4683)  0.295
H (0.4705, -2.5217, 0.0083)  0.247
H (3.2109, -1.6326, 1.0081)  0.412
H (2.6964, -1.6198, -0.6833)  0.331
H (3.3427, -0.1466, 0.0537)  0.424
H (-0.5974, -1.2134, 2.5718)  0.311
H (-1.2107, -2.7415, 1.7455)  0.331

***

Taking the most stable structure as the zero point, the relative energies in kJ/mol are one 0.0; two 377.6.

***

## one
The following is a quantum chemistry calculation of a cluster of 2 separate species, C8H17NO in total, from the Open Molecules 2025 dataset.

Summary:
Lowest unoccupied orbital energy   0.68 eV
Molar mass   143.23 g mol⁻¹
Orbital gap   8.810 eV

Last column: Mulliken charge in e.
CARTESIAN COORDINATES (ANGSTROEM)
C (1.1332, -1.3599, 0.0641)  1.220
C (-1.0869, 1.9337, -0.3764)  0.429
C (0.8711, 0.0174, -0.4529)  -1.702
C (2.0051, -1.4887, 1.2971)  -1.532
C (-1.4072, -1.4906, -0.6100)  -1.378
C (-1.6730, 1.7723, 0.8623)  -1.013
C (-0.0451, 2.9616, -0.6612)  -1.357
C (-0.3141, -0.9949, 0.3166)  0.934
N (1.4676, -2.3738, -0.9164)  -0.634
O (-0.7053, -0.6040, 1.5185)  -0.751
H (-1.5289, 1.4486, -1.2376)  0.330
H (1.1927, -3.2940, -0.5889)  0.271
H (1.0170, -2.2105, -1.8073)  0.275
H (1.3331, 0.8154, 0.1073)  0.299
H (0.8264, 0.1536, -1.5252)  0.272
H (1.8650, -2.4694, 1.7554)  0.411
H (1.7475, -0.7332, 2.0342)  0.335
H (3.0515, -1.3937, 1.0084)  0.351
H (-1.7222, -2.4860, -0.2896)  0.353
H (-1.0941, -1.5424, -1.6504)  0.367
H (-2.2730, -0.8330, -0.5399)  0.295
H (-2.7169, 1.4740, 0.8948)  0.366
H (-1.1767, 0.4884, 1.3777)  0.404
H (-1.3988, 2.4721, 1.6453)  0.373
H (0.6878, 2.6153, -1.3906)  0.323
H (-0.5270, 3.8491, -1.0833)  0.383
H (0.4710, 3.2725, 0.2479)  0.375

***

## two
The following is a quantum chemistry calculation of the molecule C8H17NO, from the Open Molecules 2025 dataset.

Summary:
Lowest unoccupied orbital energy (spin up / spin down)   0.28 / 0.28 eV
Molar mass   143.23 g mol⁻¹
Orbital gap (spin up / spin down)   7.875 / 7.875 eV

Last column: Mulliken charge in e.
CARTESIAN COORDINATES (ANGSTROEM)
C (-1.1688, 0.5976, -0.5396)  0.809
C (1.7178, -1.0122, -0.0436)  0.021
C (-2.2333, -0.3698, -1.0130)  -1.390
C (-1.7291, 1.9240, -0.0730)  -1.253
C (-0.3859, -0.1861, 1.5198)  -1.660
C (1.0151, -2.2926, -0.4720)  -1.342
C (1.5316, 1.4242, 0.6723)  -1.712
C (0.7842, 0.2273, 0.0962)  1.479
O (2.7150, -0.6542, -0.9922)  -0.587
N (0.0442, 0.4147, -1.0679)  -0.618
H (2.2362, -0.3964, -1.7950)  0.412
H (2.2535, -1.1670, 0.8968)  0.438
H (-2.5727, -0.0070, -1.9863)  0.428
H (-3.0843, -0.4082, -0.3307)  0.381
H (-1.8226, -1.3641, -1.1574)  0.231
H (-0.9795, 2.5394, 0.4199)  0.258
H (-2.0814, 2.4455, -0.9696)  0.400
H (-2.5662, 1.7917, 0.6140)  0.344
H (-1.1219, -0.9804, 1.4575)  0.389
H (-0.7268, 0.7140, 2.0194)  0.440
H (0.4144, -0.5903, 2.1354)  0.501
H (1.7631, -3.0689, -0.6295)  0.414
H (0.4768, -2.1240, -1.4031)  0.211
H (0.3078, -2.6364, 0.2815)  0.308
H (0.8755, 2.2363, 0.9843)  0.364
H (2.1661, 1.8120, -0.1275)  0.390
H (2.1711, 1.1308, 1.5031)  0.343

***

Taking the most stable structure as the zero point, the relative energies in kJ/mol are one 0.0; two 68.8.

***

## one
The following is a quantum chemistry calculation of a cluster of 2 separate species, C8H17NO in total, from the Open Molecules 2025 dataset.

Summary:
Lowest unoccupied orbital energy   0.78 eV
Molar mass   143.23 g mol⁻¹
Orbital gap   10.179 eV

Last column: Mulliken charge in e.
CARTESIAN COORDINATES (ANGSTROEM)
C (-2.4639, -0.0797, -0.8525)  0.943
C (-3.3998, -0.8342, 0.0606)  -1.249
C (-1.5335, -0.9473, -1.6589)  -1.154
C (-0.3088, 0.4892, 1.5494)  -1.385
O (-2.4751, 1.1216, -0.9358)  -0.552
H (-0.4192, 2.2188, -0.3914)  0.349
H (-3.9407, -0.1437, 0.7024)  0.337
H (-2.8591, -1.5548, 0.6636)  0.306
H (-4.1181, -1.3854, -0.5477)  0.403
H (-0.8479, -0.3295, -2.2267)  0.269
H (-2.1150, -1.5674, -2.3411)  0.480
H (-0.9708, -1.6065, -1.0048)  0.254
H (-0.5251, -0.5753, 1.6137)  0.259
H (-1.2407, 1.0445, 1.4549)  0.351
H (0.1777, 0.7869, 2.4766)  0.401
C (1.8571, -0.0648, 0.3093)  0.732
C (2.4578, -0.0429, -1.0929)  -1.497
C (2.8767, 0.4548, 1.3280)  -1.567
C (0.6067, 0.7841, 0.3848)  0.421
N (0.4387, 1.6786, -0.4813)  -0.527
H (1.5969, -1.0961, 0.5772)  0.243
H (3.1134, 1.4945, 1.1151)  0.354
H (2.6779, 0.9803, -1.3783)  0.332
H (1.7552, -0.4515, -1.8140)  0.270
H (3.3725, -0.6311, -1.1221)  0.443
H (2.4938, 0.3849, 2.3431)  0.355
H (3.7931, -0.1279, 1.2687)  0.429

***

## two
The following is a quantum chemistry calculation of a cluster of 2 separate species, C8H17NO in total, from the Open Molecules 2025 dataset.

Summary:
Lowest unoccupied orbital energy (spin up / spin down)   0.52 / 0.78 eV
Molar mass   143.23 g mol⁻¹
Orbital gap (spin up / spin down)   8.013 / 9.352 eV

Last column: Mulliken charge in e.
CARTESIAN COORDINATES (ANGSTROEM)
C (1.4537, 0.2151, 0.6138)  0.590
C (0.3962, -0.2976, 0.0472)  -0.546
C (2.8534, -0.3061, 0.0357)  -1.191
C (1.5097, 1.0228, 1.8859)  -1.258
C (-1.5998, -0.2849, 1.6192)  -1.432
C (-1.5490, 1.3445, -0.3287)  -1.425
C (-1.7753, -1.1633, -0.8587)  -1.919
C (-1.1210, -0.1015, 0.1543)  2.082
N (0.4282, -0.7086, -2.9428)  -0.227
O (0.8238, -1.3572, -1.8873)  -0.308
H (3.4988, 0.6769, -0.2472)  0.247
H (3.4419, -0.9611, 0.7665)  0.262
H (2.8670, -0.8362, -0.8892)  0.340
H (2.1177, 1.8928, 1.6917)  0.389
H (2.0436, 0.4389, 2.6217)  0.291
H (0.4919, 1.3635, 2.1493)  0.288
H (-2.6511, -0.1056, 1.7681)  0.454
H (-1.5214, -1.3780, 1.9550)  0.305
H (-0.9540, 0.3390, 2.2625)  0.297
H (-1.4335, 1.9645, 0.6540)  0.324
H (-0.9090, 1.7673, -1.1401)  0.256
H (-2.5495, 1.2384, -0.6703)  0.478
H (-1.3691, -2.1411, -0.8416)  0.347
H (-2.7861, -1.1971, -0.3411)  0.497
H (-1.8904, -0.7070, -1.8069)  0.399
H (0.7156, 0.1564, -3.1409)  0.223
H (-0.5322, -0.8748, -3.1302)  0.235

***

Taking the most stable structure as the zero point, the relative energies in kJ/mol are one 0.0; two 607.7.